#1
One molecule with the formula C3H8N2O, computed with the ωB97M-V functional and the def2-TZVPD basis.

Atoms and positions in Å:
C1 -1.167 -0.489 -0.222
C2 -0.029 0.481 -0.260
C3 0.902 0.517 0.915
N1 1.639 -0.648 1.184
N2 0.259 1.168 -1.247
O1 -0.656 1.151 -2.283
H1 -2.155 0.066 0.175
H2 -1.478 -0.963 -1.407
H3 -0.832 -1.471 0.471
H4 0.282 0.754 1.771
H5 1.611 1.392 0.937
H6 1.985 -1.092 0.355
H7 1.012 -1.328 1.727
H8 -1.371 0.461 -2.117

Computed properties:
- HOMO energy (hartree) = -0.3485
- HOMO-LUMO gap (eV) = 10.1
- LUMO (eV) = 0.6
- SMILES = C/C(CN)=N\O

Here are the Mulliken charges for atoms 1 to 6, given in e: -1.17, 0.96, -0.81, -0.55, -0.42, -0.33


#2
One molecule with the formula C3H8N2O, computed with the ωB97M-V functional and the def2-TZVPD basis.

Atoms and positions in Å:
C1 0.315 0.438 -1.579
N1 -0.534 0.912 -0.490
C2 0.078 0.740 0.818
C3 0.389 -0.751 1.005
N2 -0.709 -1.541 1.031
O1 1.525 -1.160 1.090
H1 0.146 -0.630 -1.729
H2 1.380 0.567 -1.371
H3 0.071 0.979 -2.492
H4 -0.853 1.858 -0.619
H5 -0.633 1.081 1.550
H6 1.045 1.233 0.923
H7 -1.613 -1.184 0.775
H8 -0.608 -2.543 1.088

Computed properties:
- HOMO energy (hartree) = -0.3357
- HOMO-LUMO gap (eV) = 10.1
- LUMO (eV) = 1.0
- SMILES = CNCC(N)=O

Here are the Mulliken charges for atoms 1 to 6, given in e: -0.82, -0.39, -0.71, 0.59, -0.39, -0.60


#3
One molecule with the formula C3H8N2O, computed with the ωB97M-V functional and the def2-TZVPD basis.

Atoms and positions in Å:
C1 0.070 -0.032 -2.137
N1 -0.330 0.394 -0.737
C2 0.672 0.594 0.298
C3 -0.052 0.339 1.614
N2 -0.719 -0.892 1.712
O1 -0.052 1.090 2.629
H1 0.556 -1.047 -2.211
H2 0.805 0.744 -2.570
H3 -0.891 -0.036 -2.749
H4 -1.205 -0.155 -0.344
H5 1.597 0.020 0.168
H6 0.898 1.699 0.470
H7 -0.444 -1.724 1.194
H8 -0.904 -0.994 2.664

Computed properties:
- HOMO energy (hartree) = -0.3272
- HOMO-LUMO gap (eV) = 9.7
- LUMO (eV) = 0.8
- SMILES = CNCC(N)=O

Here are the Mulliken charges for atoms 1 to 6, given in e: -0.75, -0.38, -0.27, 0.38, -0.46, -0.62


#4
A 2-piece molecular cluster, C3H8N2O overall, computed with the ωB97M-V functional and the def2-TZVPD basis.

Atoms and positions in Å:
C1 -0.787 -1.076 0.224
C2 1.233 1.103 0.115
C3 -0.170 -0.563 1.329
N1 0.733 -0.432 -1.500
N2 0.681 0.815 -1.059
O1 -1.918 -0.490 -0.309
H1 -2.286 0.125 0.340
H2 0.106 -0.507 -2.300
H3 -0.153 1.366 -1.289
H4 -0.567 -2.042 -0.203
H5 1.066 2.087 0.517
H6 2.138 0.579 0.371
H7 0.594 -1.142 1.825
H8 -0.671 0.178 1.939

Computed properties:
- HOMO energy (hartree) = -0.2854
- HOMO-LUMO gap (eV) = 8.6
- LUMO (eV) = 0.8

Here are the Mulliken charges for atoms 1 to 6, given in e: 0.23, -0.55, -1.00, -0.82, 0.22, -0.49


Q: Which of them is the least stable? A: #4.


#1
One molecule with the formula C3H8N2O, computed with the ωB97M-V functional and the def2-TZVPD basis.

Atoms and positions in Å:
N1 -1.773 -0.141 -0.271
C1 -0.761 0.644 -1.040
C2 0.437 0.735 -0.160
N2 1.042 -0.497 0.153
C3 1.141 -0.795 1.514
O1 0.469 -0.375 2.433
H1 -2.516 -0.690 -0.788
H2 -1.077 -0.703 0.166
H3 -1.096 1.563 -1.461
H4 -0.553 -0.064 -1.875
H5 1.031 1.513 -0.597
H6 -0.173 1.067 0.825
H7 1.781 -0.759 -0.538
H8 2.047 -1.499 1.639

Computed properties:
- HOMO energy (hartree) = -0.3309
- HOMO-LUMO gap (eV) = 9.8
- LUMO (eV) = 0.8
- SMILES = NCCNC=O

Here are the Mulliken charges for atoms 1 to 6, given in e: -0.64, -0.44, -0.67, -0.23, 0.08, -0.48


#2
One molecule with the formula C3H8N2O, computed with the ωB97M-V functional and the def2-TZVPD basis.

Atoms and positions in Å:
C1 0.399 2.205 0.461
C2 -0.087 0.914 -0.187
O1 -1.142 0.751 -0.777
N1 0.858 -0.104 -0.195
C3 0.261 -1.456 -0.300
N2 -0.322 -2.092 0.846
H1 1.480 2.274 0.380
H2 0.078 2.065 1.493
H3 -0.088 3.057 0.019
H4 1.761 0.258 0.060
H5 1.075 -2.067 -0.724
H6 -0.371 -1.425 -1.191
H7 -0.836 -2.920 0.568
H8 -1.073 -1.560 1.279

Computed properties:
- HOMO energy (hartree) = -0.3474
- HOMO-LUMO gap (eV) = 10.4
- LUMO (eV) = 0.9
- SMILES = CC(=O)NCN

Here are the Mulliken charges for atoms 1 to 6, given in e: -1.08, 0.73, -0.59, -0.22, -0.55, -0.66


#3
One molecule with the formula C3H8N2O, computed with the ωB97M-V functional and the def2-TZVPD basis.

Atoms and positions in Å:
C1 0.959 0.948 -0.342
C2 -0.979 0.065 -0.080
C3 -1.651 -1.152 0.535
N1 0.249 0.533 0.753
N2 2.268 0.675 -0.497
O1 -0.373 -0.120 -1.282
H1 0.688 -0.234 1.252
H2 0.629 1.875 -0.798
H3 -1.671 0.931 -0.042
H4 2.597 -0.240 -0.225
H5 2.748 1.090 -1.281
H6 -0.941 -1.978 0.605
H7 -2.463 -1.461 -0.123
H8 -2.058 -0.931 1.525

Computed properties:
- HOMO energy (hartree) = -0.3088
- HOMO-LUMO gap (eV) = 9.2
- LUMO (eV) = 0.8

Here are the Mulliken charges for atoms 1 to 6, given in e: 0.17, 0.46, -1.32, -0.48, -0.38, -0.71


Q: Which of them is the least stable? A: #3.


#1
One molecule with the formula C4H6O2, computed with the ωB97M-V functional and the def2-TZVPD basis.

Atoms and positions in Å:
C1 1.554 0.379 -0.673
C2 0.349 0.697 0.178
O1 -0.019 1.829 0.405
C3 -0.451 -0.484 0.722
C4 -1.808 -0.513 0.041
O2 -2.265 -1.485 -0.506
H1 1.321 -0.411 -1.395
H2 2.365 0.007 -0.036
H3 1.891 1.279 -1.190
H4 0.043 -1.450 0.588
H5 -0.626 -0.299 1.789
H6 -2.354 0.451 0.076

Computed properties:
- HOMO energy (hartree) = -0.3646
- HOMO-LUMO gap (eV) = 10.6
- LUMO (eV) = 0.6
- SMILES = CC(=O)CC=O

Here are the Mulliken charges for atoms 1 to 6, given in e: -1.11, 0.63, -0.54, -0.43, 0.01, -0.47


#2
One molecule with the formula C4H6O2, computed with the ωB97M-V functional and the def2-TZVPD basis.

Atoms and positions in Å:
C1 0.774 -1.122 0.875
C2 0.988 -0.206 -0.338
C3 -0.346 0.392 0.056
C4 -1.459 1.029 -0.588
O1 -0.512 1.929 -0.074
O2 -0.473 -0.436 1.183
H1 1.488 -1.033 1.699
H2 0.608 -2.183 0.647
H3 1.801 0.514 -0.226
H4 1.038 -0.683 -1.315
H5 -2.401 1.007 -0.048
H6 -1.563 0.993 -1.657

Computed properties:
- HOMO energy (hartree) = -0.3615
- HOMO-LUMO gap (eV) = 10.9
- LUMO (eV) = 1.0
- SMILES = C1C[C@@]2(CO2)O1

Here are the Mulliken charges for atoms 1 to 6, given in e: -0.29, -0.38, 0.61, -0.41, -0.47, -0.42


Q: Which of them is the least stable? A: #2.


#1
One molecule with the formula C4H6O2, computed with the ωB97M-V functional and the def2-TZVPD basis.

Atoms and positions in Å:
O1 0.919 1.886 0.993
C1 0.369 1.051 0.293
C2 -1.019 0.934 -0.115
C3 -0.691 -1.274 -0.080
O2 0.459 -1.134 -0.746
C4 1.235 -0.136 -0.057
H1 -1.280 0.634 -1.112
H2 -1.671 1.755 0.249
H3 -0.614 -1.394 0.991
H4 -1.409 -1.937 -0.592
H5 2.049 0.174 -0.702
H6 1.613 -0.512 0.901

Computed properties:
- HOMO energy (hartree) = -0.3262
- HOMO-LUMO gap (eV) = 8.9
- LUMO (eV) = 0.0

Here are the Mulliken charges for atoms 1 to 6, given in e: -0.60, 0.67, -0.87, -0.35, -0.30, -0.35


#2
One molecule with the formula C4H6O2, computed with the ωB97M-V functional and the def2-TZVPD basis.

Atoms and positions in Å:
O1 2.079 -0.029 0.025
C1 0.894 0.054 -0.064
C2 -0.071 1.278 0.035
C3 -1.434 0.664 -0.079
C4 -1.234 -0.920 0.078
O2 0.165 -1.132 -0.078
H1 0.199 2.009 -0.703
H2 0.156 1.707 1.091
H3 -2.013 1.007 -1.010
H4 -2.069 0.996 0.800
H5 -1.695 -1.549 -0.669
H6 -1.456 -1.334 1.096

Computed properties:
- HOMO energy (hartree) = -0.3803
- HOMO-LUMO gap (eV) = 11.2
- LUMO (eV) = 0.8
- SMILES = O=C1CCCO1

Here are the Mulliken charges for atoms 1 to 6, given in e: -0.54, 0.44, -0.31, -0.38, -0.33, -0.36


Q: Which of them is the least stable? A: #1.


#1
C4H6O2 as an isolated structure, computed with the ωB97M-V functional and the def2-TZVPD basis.

Atoms and positions in Å:
C1 0.387 -1.680 -0.302
C2 0.579 -0.347 0.342
C3 -0.780 1.205 -0.532
C4 -0.328 1.647 0.698
O1 0.124 2.505 1.358
O2 -0.080 -0.021 1.373
H1 -0.636 -2.034 -0.151
H2 1.076 -2.384 0.185
H3 0.632 -1.649 -1.367
H4 1.499 0.196 0.076
H5 -0.957 1.994 -1.259
H6 -1.446 0.353 -0.567

Computed properties:
- HOMO energy (hartree) = -0.3331
- HOMO-LUMO gap (eV) = 9.6
- LUMO (eV) = 0.6

Here are the Mulliken charges for atoms 1 to 6, given in e: -1.05, 0.21, -0.86, 0.70, -0.43, -0.47


#2
One molecule with the formula C4H6O2, computed with the ωB97M-V functional and the def2-TZVPD basis.

Atoms and positions in Å:
C1 1.105 -0.818 0.009
C2 0.459 0.480 0.613
O1 0.102 1.463 -0.366
C3 -1.092 0.745 -0.710
C4 -0.925 -0.095 0.582
O2 -1.516 -0.938 1.192
H1 1.547 -1.385 0.830
H2 0.388 -1.527 -0.452
H3 1.807 -0.535 -0.769
H4 0.988 0.954 1.454
H5 -0.950 0.259 -1.685
H6 -2.002 1.341 -0.698

Computed properties:
- HOMO energy (hartree) = -0.3557
- HOMO-LUMO gap (eV) = 10.6
- LUMO (eV) = 1.0
- SMILES = C[C@H]1OCC1=O

Here are the Mulliken charges for atoms 1 to 6, given in e: -1.24, 0.32, -0.43, -0.26, 0.26, -0.56


#3
C4H6O2 as an isolated structure, computed with the ωB97M-V functional and the def2-TZVPD basis.

Atoms and positions in Å:
C1 -0.934 0.621 0.278
C2 0.287 1.330 -0.016
C3 0.242 -0.711 -0.135
C4 0.502 -1.730 0.698
O1 -1.560 0.014 -0.726
O2 0.362 1.858 -1.253
H1 -0.258 1.320 -1.801
H2 -1.309 0.632 1.304
H3 0.898 1.782 0.757
H4 0.544 -0.785 -1.172
H5 1.012 -2.609 0.324
H6 0.214 -1.724 1.742

Computed properties:
- HOMO energy (spin up / spin down) (hartree) = -0.2978 / -0.2979
- HOMO-LUMO gap (spin up / spin down) (eV) = 8.7 / 8.7
- LUMO (spin up / spin down) (eV) = 0.6 / 0.6

Here are the Mulliken charges for atoms 1 to 6, given in e: 0.09, -0.13, -0.02, -0.79, -0.61, -0.50


#4
C4H6O2 as an isolated structure, computed with the ωB97M-V functional and the def2-TZVPD basis.

Atoms and positions in Å:
O1 0.394 2.188 1.494
C1 -0.187 1.236 1.026
C2 0.294 0.430 -0.124
C3 0.635 -1.083 0.191
O2 0.134 -1.506 -1.073
C4 -0.638 -0.295 -1.074
H1 -1.120 0.848 1.481
H2 1.132 0.954 -0.619
H3 1.668 -0.870 0.322
H4 0.044 -1.553 0.996
H5 -1.590 -0.451 -0.548
H6 -0.767 0.101 -2.072

Computed properties:
- HOMO energy (hartree) = -0.3691
- HOMO-LUMO gap (eV) = 10.8
- LUMO (eV) = 0.8

Here are the Mulliken charges for atoms 1 to 6, given in e: -0.48, -0.17, 0.08, -0.49, -0.40, -0.43


Q: Which of them is the least stable? A: #3.